ORCA calculation (ωB97M-V/def2-TZVPD) on 15 unconnected molecules or ions with the total composition C40H85F15N5O40P5 at a distorted geometry.

Geometry as XYZ:
```
190
C40H85F15N5O40P5 | OMol25 | ωB97M-V/def2-TZVPD
C -4.25 3.02 -2.21
N -3.05 2.61 -2.99
O -2.15 3.45 -3.01
O -3.02 1.60 -3.66
H -4.05 2.76 -1.17
H -5.02 2.33 -2.55
H -4.39 4.09 -2.38
C 3.18 4.25 4.18
N 4.05 4.87 3.20
O 4.40 4.13 2.30
O 4.55 5.93 3.48
H 3.04 5.02 4.93
H 3.60 3.31 4.55
H 2.25 3.95 3.69
C 7.97 2.03 -0.85
N 6.67 2.61 -1.40
O 5.64 2.31 -0.85
O 6.88 3.50 -2.21
H 8.72 2.72 -1.24
H 8.17 1.04 -1.27
H 7.94 2.02 0.24
C 2.19 0.80 5.09
N 1.37 -0.34 5.51
O 1.06 -1.22 4.74
O 1.19 -0.42 6.69
H 1.46 1.57 4.84
H 2.75 0.49 4.21
H 2.87 1.12 5.88
C 1.86 -2.47 -1.65
N 2.46 -3.67 -1.07
O 2.46 -3.93 0.13
O 3.00 -4.40 -1.89
H 2.39 -1.68 -1.12
H 0.80 -2.47 -1.38
H 2.07 -2.56 -2.71
C 2.20 -6.98 2.16
O 1.36 -7.55 3.13
P 0.00 -6.82 3.50
O -1.16 -6.86 2.54
O -0.33 -7.43 4.94
C -1.41 -6.86 5.70
O 0.41 -5.29 3.88
C -0.21 -4.17 3.22
H 2.08 -7.55 1.24
H 3.24 -7.05 2.45
H 2.05 -5.91 1.99
H -1.90 -6.07 5.14
H -1.12 -6.43 6.66
H -2.12 -7.64 5.99
H 0.41 -3.47 2.67
H -0.85 -3.54 3.83
H -0.69 -4.55 2.32
C -8.89 -1.03 -1.91
O -7.87 -0.07 -1.69
P -6.36 -0.31 -2.23
O -6.23 0.15 -3.64
O -5.46 0.35 -1.06
C -5.66 0.01 0.35
O -6.01 -1.92 -2.11
C -4.74 -2.30 -2.65
H -9.86 -0.57 -1.74
H -8.90 -1.92 -1.28
H -8.94 -1.33 -2.96
H -6.21 -0.93 0.45
H -6.30 0.84 0.64
H -4.79 0.10 1.00
H -4.39 -2.87 -1.79
H -4.09 -1.50 -3.01
H -4.92 -2.96 -3.50
C 3.53 4.31 -8.50
O 3.02 3.02 -8.15
P 2.50 2.81 -6.68
O 3.50 2.94 -5.56
O 1.23 3.74 -6.42
C 0.78 3.70 -5.15
O 1.88 1.29 -6.73
C 2.69 0.32 -7.38
H 2.67 4.91 -8.81
H 4.26 4.35 -9.31
H 4.05 4.84 -7.70
H 0.48 2.72 -4.77
H 0.12 4.54 -4.93
H 1.61 3.98 -4.50
H 3.71 0.43 -6.99
H 2.95 0.42 -8.43
H 2.45 -0.72 -7.18
C 0.85 -1.16 1.86
O 1.34 -0.48 0.78
P 1.07 1.17 0.75
O 1.68 1.92 1.90
O 1.65 1.70 -0.73
C 2.04 3.07 -0.96
O -0.54 1.49 0.64
C -1.53 0.61 -0.03
H 0.13 -1.81 1.36
H 0.36 -0.54 2.61
H 1.71 -1.75 2.20
H 3.12 3.03 -1.09
H 1.98 3.74 -0.11
H 1.52 3.59 -1.77
H -0.92 -0.25 -0.30
H -2.03 0.98 -0.93
H -2.29 0.41 0.73
C 1.31 -4.10 -5.02
O 0.50 -3.94 -3.86
P -0.73 -2.85 -3.87
O -1.52 -2.72 -2.60
O 0.00 -1.49 -4.45
C -0.80 -0.32 -4.47
O -1.68 -3.30 -5.06
C -2.52 -4.41 -4.93
H 2.36 -3.89 -4.83
H 1.18 -3.32 -5.77
H 1.16 -5.08 -5.47
H -0.50 0.37 -5.25
H -0.83 0.26 -3.55
H -1.85 -0.58 -4.63
H -2.49 -4.85 -3.93
H -2.30 -5.26 -5.58
H -3.56 -4.12 -5.11
C -1.79 -2.40 9.82
C -1.66 -1.27 8.77
O -2.07 -1.68 7.45
C -2.61 -0.86 6.49
O -2.97 0.26 6.73
C -2.79 -1.47 5.06
F -2.13 -0.77 4.20
F -2.50 -2.71 5.12
F -4.12 -1.55 4.74
H -2.80 -2.73 10.06
H -1.48 -2.04 10.80
H -1.29 -3.34 9.60
H -0.63 -0.91 8.83
H -2.39 -0.48 8.97
C -8.34 3.12 -1.50
C -7.48 4.09 -0.66
O -6.69 3.32 0.25
C -5.58 3.94 0.77
O -5.20 5.04 0.35
C -5.10 3.21 1.99
F -4.69 4.15 2.85
F -6.01 2.48 2.59
F -4.06 2.56 1.63
H -7.69 2.47 -2.09
H -9.06 3.54 -2.19
H -8.84 2.43 -0.82
H -8.01 4.90 -0.16
H -6.78 4.64 -1.28
C 4.80 -0.77 0.71
C 4.72 -0.03 2.05
O 5.43 -0.81 3.06
C 4.97 -2.01 3.43
O 3.99 -2.60 2.96
C 5.78 -2.66 4.53
F 6.83 -1.85 4.96
F 4.96 -2.83 5.58
F 6.25 -3.91 4.18
H 4.14 -1.64 0.76
H 5.80 -1.16 0.54
H 4.56 -0.07 -0.09
H 3.67 0.14 2.29
H 5.21 0.94 2.05
C -1.57 4.69 -0.06
C -2.07 5.46 1.19
O -2.06 4.48 2.27
C -1.02 4.25 3.01
O -0.04 5.03 2.98
C -1.23 3.00 3.92
F -2.23 3.18 4.68
F -1.37 1.96 3.14
F -0.15 2.83 4.78
H -1.52 3.61 0.12
H -0.55 5.07 -0.11
H -2.19 4.95 -0.92
H -3.11 5.71 1.00
H -1.42 6.23 1.61
C 2.55 0.42 -3.60
C 4.00 0.41 -3.28
O 4.59 -0.87 -3.57
C 5.76 -1.19 -3.15
O 6.56 -0.38 -2.63
C 6.09 -2.68 -3.27
F 6.61 -3.06 -1.99
F 5.16 -3.47 -3.74
F 7.07 -2.86 -4.13
H 2.42 0.11 -4.64
H 1.99 1.34 -3.45
H 1.90 -0.26 -3.04
H 4.17 0.67 -2.23
H 4.58 1.08 -3.91
```

Calculated values
maximum force: 0.1287 Eh/bohr
energy relative to the best compared isomer or geometry (same formula, charge and spin): 569.2 kJ/mol
LUMO: -0.2 eV
gap between HOMO and LUMO: 9.8 eV

***

ORCA calculation (ωB97M-V/def2-TZVPD) on 7 unconnected molecules or ions with the total composition C40H87N3O10P at a distorted geometry.

Geometry as XYZ:
```
141
C40H87N3O10P | OMol25 | ωB97M-V/def2-TZVPD
C 7.82 23.49 18.28
C 7.09 23.46 19.59
O 7.61 23.95 20.66
N 5.78 22.70 19.46
H 5.13 23.18 18.85
H 5.84 21.83 18.95
C 5.20 22.54 20.90
H 7.09 23.38 17.48
H 8.45 22.61 18.19
H 8.42 24.39 18.11
H 4.63 23.43 21.17
H 5.92 22.15 21.61
H 4.57 21.71 20.57
C 16.02 17.36 19.43
C 14.62 17.84 19.03
C 13.57 16.69 18.92
C 12.30 17.34 18.81
N 11.15 16.30 18.59
C 9.79 17.04 18.60
C 9.03 16.65 19.90
C 9.46 15.25 19.99
C 10.94 15.28 19.71
C 11.18 15.69 17.24
H 16.53 17.03 18.52
H 16.04 16.54 20.13
H 16.77 18.05 19.82
H 14.59 18.59 18.23
H 14.30 18.45 19.87
H 13.72 16.10 19.82
H 13.80 16.04 18.08
H 12.25 18.01 17.95
H 11.77 17.75 19.67
H 9.08 16.92 17.78
H 9.92 18.12 18.64
H 7.96 16.63 19.71
H 9.23 17.21 20.81
H 8.98 14.68 19.19
H 9.28 14.71 20.92
H 11.26 14.31 19.33
H 11.63 15.52 20.52
H 12.05 15.04 17.21
H 11.18 16.45 16.46
H 10.29 15.06 17.12
C 7.14 14.05 16.61
C 7.43 14.55 15.23
C 6.47 15.74 14.86
C 7.09 17.05 15.33
N 6.51 18.30 14.53
C 7.13 19.58 15.08
C 5.94 20.60 14.89
C 4.64 19.85 15.16
C 5.05 18.38 15.10
C 6.61 18.18 12.96
H 7.82 13.28 16.99
H 6.16 13.57 16.56
H 7.29 14.77 17.41
H 7.23 13.66 14.64
H 8.49 14.75 15.08
H 5.46 15.56 15.24
H 6.38 15.73 13.78
H 8.16 17.19 15.21
H 6.81 17.11 16.38
H 8.00 19.81 14.46
H 7.38 19.50 16.14
H 5.98 20.84 13.83
H 6.06 21.60 15.32
H 3.83 20.01 14.45
H 4.38 20.15 16.18
H 4.47 17.87 14.33
H 4.94 17.80 16.02
H 5.80 17.56 12.58
H 7.59 17.82 12.63
H 6.37 19.13 12.48
C 2.79 21.22 26.29
C 4.02 21.24 25.36
C 4.07 19.93 24.46
C 4.15 18.57 25.17
P 4.57 17.21 24.05
C 4.25 15.58 24.86
C 4.14 15.79 26.41
C 3.88 14.40 27.10
C 2.60 13.68 26.70
C 3.63 17.35 22.63
C 2.06 17.15 22.94
C 1.27 17.79 21.89
C -0.20 17.37 21.83
C 6.30 17.36 23.50
C 7.46 17.04 24.51
C 8.79 17.38 23.97
C 9.00 18.88 23.65
H 1.84 21.29 25.77
H 2.78 22.11 26.92
H 2.84 20.34 26.94
H 4.94 21.37 25.93
H 3.93 22.12 24.72
H 4.93 19.93 23.79
H 3.28 20.01 23.71
H 3.13 18.38 25.49
H 4.60 18.55 26.16
H 4.87 14.74 24.55
H 3.25 15.29 24.55
H 3.26 16.28 26.80
H 4.91 16.32 26.97
H 3.84 14.55 28.17
H 4.75 13.77 26.88
H 1.76 14.27 27.07
H 2.72 12.71 27.18
H 2.54 13.56 25.62
H 3.91 16.67 21.83
H 3.96 18.27 22.14
H 1.82 17.50 23.94
H 1.82 16.08 22.91
H 1.73 17.55 20.93
H 1.51 18.85 21.86
H -0.72 17.76 22.70
H -0.34 16.29 21.84
H -0.68 17.74 20.92
H 6.31 18.41 23.19
H 6.35 16.85 22.54
H 7.26 15.99 24.66
H 7.22 17.61 25.41
H 8.98 16.81 23.05
H 9.49 17.02 24.72
H 8.51 19.18 22.73
H 10.06 19.07 23.56
H 8.65 19.58 24.41
O 6.05 14.70 19.85
C 6.17 14.17 21.09
O 7.06 13.31 21.26
O 5.46 14.53 22.03
H 6.56 14.01 19.43
O 2.82 18.96 18.93
C 2.06 19.97 18.45
O 2.48 21.14 18.46
O 0.98 19.74 17.87
H 3.47 19.51 19.36
O 6.42 18.01 18.40
C 6.15 19.23 18.93
O 6.32 20.25 18.23
O 5.59 19.33 20.01
H 6.16 17.29 18.98
```

Calculated values
maximum force: 0.1403 Eh/bohr
LUMO (alpha / beta): -4.6 / -7.4 eV
gap between HOMO and LUMO (alpha / beta): 6.4 / 3.6 eV
multiplicity: 2
charge: +2

***

ORCA calculation (ωB97M-V/def2-TZVPD) on 5 unconnected molecules or ions with the total composition C40H88F5N5O10Si at a distorted geometry.

Geometry as XYZ:
```
149
C40H88F5N5O10Si | OMol25 | ωB97M-V/def2-TZVPD
C 1.42 -1.58 -0.88
C 1.07 -2.58 -0.13
C -0.33 -2.94 0.28
Si -1.45 -3.58 -1.16
C -2.58 -4.90 -0.41
C -4.08 -4.77 -0.80
C -4.69 -6.06 -1.35
C -3.98 -6.55 -2.64
O -3.27 -5.50 -3.31
C -3.99 -4.87 -4.30
C -5.21 -4.04 -3.99
O -3.61 -4.94 -5.40
C -0.39 -4.15 -2.63
C -0.26 -5.68 -2.83
C 1.03 -6.27 -2.22
C 1.84 -7.15 -3.17
F 1.13 -7.68 -4.15
F 2.89 -6.49 -3.67
C 2.43 -8.34 -2.38
F 1.46 -9.19 -2.11
F 2.97 -7.98 -1.25
F 3.32 -9.00 -3.08
C -2.42 -2.03 -1.76
N -1.76 -0.76 -1.40
C -1.79 0.24 -2.46
H 0.74 -0.92 -1.40
H 2.48 -1.36 -0.98
H 1.86 -3.20 0.26
H -0.86 -2.13 0.76
H -0.26 -3.80 0.96
H -2.54 -4.75 0.67
H -2.24 -5.92 -0.57
H -4.28 -3.97 -1.51
H -4.65 -4.51 0.10
H -5.73 -5.90 -1.62
H -4.71 -6.83 -0.58
H -3.24 -7.28 -2.32
H -4.66 -7.08 -3.31
H -5.71 -4.32 -3.07
H -5.87 -4.02 -4.85
H -4.85 -3.02 -3.83
H 0.62 -3.73 -2.63
H -0.87 -3.75 -3.53
H -0.31 -5.87 -3.90
H -1.09 -6.25 -2.42
H 1.67 -5.47 -1.86
H 0.78 -6.87 -1.35
H -2.64 -2.09 -2.82
H -3.40 -2.03 -1.26
H -2.17 -0.35 -0.58
H -1.64 1.23 -1.98
H -2.76 0.25 -2.99
H -0.97 0.15 -3.17
C 3.01 6.29 -1.72
O 2.87 5.19 -0.84
C 2.42 5.56 0.46
C 1.02 5.02 0.71
N 0.04 5.72 -0.11
C -1.29 5.11 -0.12
C -1.42 3.71 -0.73
O -1.19 3.67 -2.13
C 0.17 3.54 -2.50
H 3.48 5.92 -2.64
H 2.03 6.71 -1.99
H 3.65 7.06 -1.30
H 2.46 6.64 0.62
H 3.10 5.09 1.18
H 0.76 5.15 1.76
H 1.04 3.94 0.49
H 0.37 5.76 -1.06
H -1.94 5.77 -0.68
H -1.67 5.08 0.91
H -2.46 3.40 -0.59
H -0.81 2.96 -0.21
H 0.75 2.96 -1.77
H 0.63 4.51 -2.66
H 0.20 3.01 -3.46
C 3.29 8.72 7.88
O 4.05 8.60 6.69
C 5.12 7.67 6.78
C 4.87 6.45 5.91
N 3.78 5.64 6.45
C 3.32 4.59 5.54
C 2.67 5.02 4.23
O 1.42 5.68 4.40
C 1.50 7.08 4.62
H 2.59 9.54 7.73
H 2.72 7.81 8.09
H 3.94 8.96 8.73
H 5.31 7.38 7.82
H 6.02 8.18 6.42
H 5.78 5.85 5.86
H 4.64 6.82 4.90
H 3.00 6.23 6.67
H 2.59 4.00 6.09
H 4.16 3.92 5.32
H 2.44 4.11 3.67
H 3.34 5.61 3.60
H 2.36 7.53 4.12
H 1.53 7.30 5.69
H 0.59 7.53 4.22
C -1.58 12.76 5.87
O -2.03 13.05 4.56
C -1.10 13.81 3.80
C -0.54 12.99 2.66
N 0.34 11.94 3.15
C 0.72 10.95 2.14
C -0.38 10.08 1.54
O -0.96 9.17 2.46
C -2.03 9.70 3.23
H -2.41 12.29 6.41
H -0.75 12.05 5.86
H -1.29 13.67 6.41
H -0.30 14.22 4.42
H -1.65 14.66 3.38
H 0.02 13.64 1.98
H -1.40 12.57 2.10
H -0.12 11.45 3.91
H 1.45 10.29 2.61
H 1.24 11.47 1.33
H 0.09 9.45 0.77
H -1.15 10.66 1.03
H -2.60 10.46 2.68
H -1.67 10.11 4.17
H -2.70 8.87 3.47
C 0.97 -11.12 -4.87
O 1.09 -12.42 -5.43
C 2.03 -13.25 -4.75
C 1.32 -14.39 -4.04
N 0.55 -13.90 -2.91
C -0.34 -14.90 -2.32
C -1.49 -15.42 -3.19
O -2.48 -14.44 -3.49
C -2.21 -13.64 -4.63
H 0.33 -10.53 -5.54
H 0.50 -11.15 -3.89
H 1.94 -10.63 -4.80
H 2.65 -12.67 -4.06
H 2.69 -13.67 -5.52
H 2.07 -15.10 -3.69
H 0.69 -14.89 -4.78
H 0.00 -13.11 -3.20
H -0.78 -14.44 -1.43
H 0.25 -15.75 -1.98
H -2.01 -16.19 -2.61
H -1.14 -15.91 -4.10
H -1.64 -14.18 -5.39
H -1.68 -12.73 -4.34
H -3.16 -13.34 -5.06
```

Calculated values
maximum force: 0.0631 Eh/bohr
LUMO: 0.5 eV
gap between HOMO and LUMO: 9.0 eV
SMILES: C=CC[Si@](CCCCOC(C)=O)(CCCC(F)(F)C(F)(F)F)CNC.COCCNCCOC.COCCNCCOC.COCCNCCOC.COCCNCCOC

***

Listing M for the structures above in their given order: 1715.96; 801.12; 922.25 g/mol.